Formula: C29H43B3I2O25
Source: the Open Molecules 2025 dataset
Level of theory: wB97M-V/def2-TZVPD

Cartesian coordinates (Å):
H (3.73, 5.34, -2.61)
C (-4.50, -0.33, -1.71)
O (-0.49, 5.06, -2.61)
C (8.22, -0.71, -3.89)
C (-0.77, -3.13, 6.15)
H (-0.60, 5.91, 3.22)
H (0.51, -1.61, 2.30)
H (-9.95, 2.68, -0.12)
C (-2.18, -2.84, 4.43)
O (-2.66, -2.05, 5.43)
C (6.79, -0.38, -5.58)
H (0.05, -2.42, 6.06)
O (-5.73, 2.77, 0.06)
C (-3.90, -1.76, -3.83)
O (-2.61, -2.85, 3.32)
O (1.81, 2.98, 3.84)
H (-3.59, -0.66, -1.14)
H (1.48, 1.03, 3.49)
H (1.08, -0.16, 1.45)
H (8.55, -1.55, -3.27)
C (1.07, -8.25, 2.86)
O (2.03, -0.70, 4.47)
C (2.17, 1.24, -3.87)
H (9.05, 0.00, -3.98)
C (-0.95, 4.88, 3.34)
H (0.71, 2.81, -3.38)
H (-0.06, 1.48, -4.33)
O (-1.71, -0.24, -3.41)
C (1.13, 0.00, 3.61)
H (0.85, -5.76, 4.08)
H (-4.48, 0.75, -2.03)
H (-1.84, -1.63, 7.30)
O (-1.13, -3.60, 4.86)
C (6.97, -0.06, -3.37)
O (3.90, -1.90, 4.08)
O (-7.92, 3.00, -0.42)
C (-6.85, 2.38, 0.14)
H (0.12, 0.00, 4.02)
H (-1.25, -3.55, -1.27)
H (-1.96, 4.90, 3.75)
H (2.95, 2.01, -3.59)
C (0.61, 5.48, -2.43)
C (-2.04, -2.48, 6.64)
C (0.23, -6.22, 3.31)
H (2.90, 6.61, -3.55)
H (7.18, 0.77, -2.70)
O (6.33, 0.39, -4.55)
C (2.33, 6.53, -1.46)
H (0.18, -6.25, 1.14)
O (-1.49, -2.67, -3.37)
C (3.11, -1.29, -1.22)
C (-0.86, 4.09, 2.06)
O (7.84, -1.15, -5.18)
H (-8.96, 1.66, 1.81)
B (-1.11, -2.60, -1.98)
C (0.83, 3.53, 3.43)
C (-9.03, 2.12, -0.30)
H (6.31, -0.78, -2.86)
C (-8.65, 1.25, 0.85)
O (0.91, 6.49, -1.57)
O (2.54, -1.31, 2.37)
O (0.12, -7.61, 3.59)
H (-5.37, -0.43, -1.00)
O (1.72, 5.00, -3.04)
H (-0.46, -3.95, 6.79)
H (2.50, -2.09, -1.72)
C (2.92, -1.35, 3.68)
B (-2.35, -1.51, -3.53)
O (0.46, 3.56, 2.12)
C (1.22, -0.78, 2.33)
H (1.84, -0.93, -3.39)
O (3.12, -0.03, -1.90)
O (6.34, -0.37, -6.68)
H (1.55, -5.34, 1.83)
H (-0.60, 1.85, -1.74)
H (2.63, 5.97, -0.57)
I (-4.56, -2.92, -5.55)
H (-1.00, 4.71, 1.18)
H (-1.58, 3.27, 2.03)
C (0.14, 1.07, -2.14)
O (-0.56, -1.39, -1.46)
H (4.19, -1.63, -1.16)
C (2.79, 5.89, -2.73)
H (-9.04, 0.24, 0.76)
C (0.90, -6.21, 1.96)
C (2.63, -0.14, -3.25)
H (2.68, 7.56, -1.36)
I (-6.99, -1.51, -3.32)
H (2.22, 1.10, -5.00)
O (1.35, -9.40, 2.99)
B (-0.76, -0.27, -2.33)
H (-0.75, -5.74, 3.29)
O (-7.23, 1.24, 0.80)
H (-2.70, -3.18, 7.15)
H (2.68, -1.19, -0.16)
C (0.69, 1.67, -3.51)
H (0.92, 0.96, -1.33)
H (3.53, -0.48, -3.87)
O (-0.06, 4.19, 4.21)
H (-9.13, 1.56, -1.24)
C (-4.85, -1.21, -2.97)
O (1.66, -7.41, 1.97)

The energy comes out at -3682.03028 Eh. As for the total charge: 0.

Atom charges from the Löwdin analysis, given in e for atoms 1 to 99:
1 H 0.136
2 C -0.121
3 O 0.162
4 C -0.131
5 C -0.123
6 H 0.136
7 H 0.133
8 H 0.135
9 C -0.561
10 O 0.065
11 C -0.558
12 H 0.131
13 O 0.154
14 C -0.574
15 O 0.158
16 O 0.143
17 H 0.092
18 H 0.099
19 H 0.130
20 H 0.135
21 C -0.558
22 O 0.062
23 C -0.145
24 H 0.134
25 C -0.122
26 H 0.088
27 H 0.118
28 O 0.237
29 C -0.124
30 H 0.133
31 H 0.104
32 H 0.137
33 O 0.040
34 C -0.133
35 O 0.161
36 O 0.066
37 C -0.556
38 H 0.137
39 H 0.115
40 H 0.137
41 H 0.117
42 C -0.558
43 C -0.125
44 C -0.136
45 H 0.136
46 H 0.136
47 O 0.052
48 C -0.129
49 H 0.135
50 O 0.179
51 C -0.099
52 C -0.120
53 O 0.064
54 H 0.135
55 B -0.268
56 C -0.555
57 C -0.132
58 H 0.127
59 C -0.133
60 O 0.060
61 O 0.048
62 O 0.064
63 H 0.059
64 O 0.046
65 H 0.139
66 H 0.093
67 C -0.549
68 B -0.571
69 O 0.062
70 C -0.125
71 H 0.125
72 O -0.218
73 O 0.164
74 H 0.134
75 H 0.120
76 H 0.134
77 I 0.787
78 H 0.137
79 H 0.138
80 C -0.064
81 O 0.187
82 H 0.093
83 C -0.124
84 H 0.136
85 C -0.127
86 C -0.227
87 H 0.135
88 I 0.719
89 H 0.122
90 O 0.162
91 B -0.456
92 H 0.125
93 O 0.052
94 H 0.136
95 H 0.084
96 C -0.173
97 H 0.105
98 H 0.123
99 O 0.070

=====

Formula: C29H43BN3O15P2
Source: the Open Molecules 2025 dataset
Level of theory: wB97M-V/def2-TZVPD

Cartesian coordinates (Å):
C (-3.19, -1.79, 1.72)
H (0.35, -3.34, 2.38)
C (3.73, 0.95, 1.52)
O (2.73, 1.85, 3.54)
H (-2.99, -0.34, -2.63)
C (-5.36, 4.79, -2.52)
H (-2.30, -0.66, -4.98)
O (2.13, -0.34, 3.21)
H (-4.91, 5.80, -5.74)
H (-0.40, 1.63, -0.04)
H (-4.12, 3.39, -1.46)
H (3.76, -4.20, -2.20)
O (-4.46, -0.70, -0.70)
H (1.21, 0.68, -0.41)
C (0.77, 1.62, 0.17)
H (1.91, -3.45, -0.71)
P (0.48, 2.98, 2.90)
C (6.10, -2.13, -2.76)
H (3.02, -2.60, 2.26)
H (-6.03, 4.94, -1.68)
H (-5.58, -3.38, -5.60)
C (3.26, 0.94, 4.59)
C (4.15, -3.62, 0.03)
C (-5.58, 5.46, -3.72)
H (-1.31, -1.80, 6.46)
H (4.70, -4.48, 0.64)
C (2.50, -3.65, 0.30)
C (-4.68, -1.69, -2.78)
C (-5.02, -2.72, -4.94)
H (2.45, -1.42, 0.78)
H (-4.13, -1.55, 2.39)
H (-3.60, -2.16, -6.47)
H (0.31, 0.16, 4.24)
N (3.99, 0.42, 5.56)
P (0.44, -0.89, 3.22)
C (4.38, 2.44, 1.28)
O (0.81, -1.26, 6.03)
O (-0.06, 0.36, 2.07)
C (0.68, -2.30, 1.90)
O (-2.11, 2.24, -2.28)
H (1.23, 2.35, -2.31)
O (-1.50, 2.72, -4.33)
H (5.58, -4.17, -1.65)
C (0.61, -2.03, 4.78)
C (-3.17, -1.19, -4.60)
H (4.48, 0.18, 1.99)
O (4.80, -2.22, -2.07)
C (0.94, 1.44, 1.79)
C (-4.73, 5.27, -4.81)
B (-1.47, -1.28, 3.23)
C (4.54, -3.59, -1.56)
H (7.15, -0.01, -2.68)
H (-2.74, -0.76, 1.33)
H (-0.89, 0.02, 6.26)
H (8.34, -1.51, -2.81)
H (-2.98, 4.26, -5.55)
C (7.33, -1.11, -2.31)
C (-4.28, 3.91, -2.40)
C (1.36, 3.03, -0.43)
H (-6.43, 6.15, -3.81)
O (-2.31, -0.31, 4.02)
H (0.36, 2.61, 4.31)
H (-3.43, -2.46, 0.79)
C (-3.42, 3.73, -3.49)
C (-0.47, -1.00, 6.71)
C (2.37, 0.92, 2.43)
H (0.44, 3.74, -0.66)
C (-3.90, -2.04, -5.43)
H (3.42, 0.54, 0.44)
C (-3.56, -1.01, -3.27)
H (-0.26, -2.82, 4.83)
N (-5.11, -1.49, -1.39)
N (-2.26, 2.83, -3.36)
H (-6.28, -3.09, -3.25)
O (-2.09, -2.42, 2.53)
O (-6.10, -2.13, -0.99)
C (2.24, -2.41, 1.40)
O (5.37, 2.57, 0.36)
H (7.42, -1.15, -1.14)
H (4.00, 3.40, 1.84)
H (4.57, -2.60, 0.50)
H (2.22, -4.71, 0.76)
H (1.48, 4.02, 2.70)
H (-0.02, -2.15, 0.96)
C (-5.41, -2.55, -3.61)
O (1.99, 2.69, -1.74)
H (1.61, -2.66, 4.64)
H (-0.40, -0.88, 7.87)
H (-2.49, 0.44, 3.36)
O (-0.94, 3.60, 2.50)
O (6.35, -2.88, -3.86)
C (-3.64, 4.40, -4.70)
H (2.06, 3.62, 0.29)

The energy comes out at -3130.65372 Eh. As for the total charge: -1.

Electronic structure analysis, Löwdin charges in units of e:
1 C -0.100
2 H 0.109
3 C -0.034
4 O -0.187
5 H 0.109
6 C -0.063
7 H 0.109
8 O -0.300
9 H 0.106
10 H 0.130
11 H 0.126
12 H 0.136
13 O 0.054
14 H 0.137
15 C -0.097
16 H 0.112
17 P 0.844
18 C -0.276
19 H 0.121
20 H 0.111
21 H 0.105
22 C -0.144
23 C -0.181
24 C -0.077
25 H 0.102
26 H 0.119
27 C -0.198
28 C -0.136
29 C -0.075
30 H 0.100
31 H 0.115
32 H 0.105
33 H 0.045
34 N 0.105
35 P 0.614
36 C -0.106
37 O -0.293
38 O -0.348
39 C -0.237
40 O 0.056
41 H 0.100
42 O 0.055
43 H 0.131
44 C -0.289
45 C -0.061
46 H 0.151
47 O -0.116
48 C -0.394
49 C -0.073
50 B -0.547
51 C -0.195
52 H 0.094
53 H 0.101
54 H 0.092
55 H 0.101
56 H 0.117
57 C -0.020
58 C 0.012
59 C -0.222
60 H 0.106
61 O -0.035
62 H 0.051
63 H 0.097
64 C -0.139
65 C -0.137
66 C -0.381
67 H 0.130
68 C -0.078
69 H 0.132
70 C 0.008
71 H 0.103
72 N -0.316
73 N -0.317
74 H 0.117
75 O -0.120
76 O 0.059
77 C -0.241
78 O -0.098
79 H 0.089
80 H 0.130
81 H 0.111
82 H 0.112
83 H 0.017
84 H 0.110
85 C -0.004
86 O -0.151
87 H 0.109
88 H 0.086
89 H 0.117
90 O -0.557
91 O -0.063
92 C -0.004
93 H 0.103